ORCA calculation (wB97M-V/def2-TZVPD) on C7H10NOPS2 in the gas phase.

```
! wB97M-V def2-TZVPD RIJCOSX def2/J DEFGRID3
* xyz 0 1
C -4.0028 -0.4858 0.7580
O -3.5953 0.3684 -0.2838
S -2.1412 -0.0043 -1.0322
P -0.9820 0.7963 0.5388
N -0.7024 2.3758 -0.0715
C 0.6640 0.0702 0.1506
C 0.8421 -1.2461 0.4226
C 2.0145 -1.9483 0.0101
C 2.9968 -1.3233 -0.6708
C 2.9796 0.1152 -0.8589
S 3.2805 1.1472 0.6393
C 1.7662 0.8607 -0.3878
H -4.8892 -0.0181 1.1900
H -3.2253 -0.5672 1.5278
H -4.2521 -1.4840 0.3859
H -0.0956 2.9024 0.5498
H -1.5796 2.8821 -0.1713
H 0.0340 -1.8126 0.8654
H 2.0560 -3.0151 0.1709
H 3.8206 -1.8770 -1.0970
H 3.5233 0.5013 -1.7145
H 1.4879 1.7623 -0.9213
*
```

Results
- Structure (SMILES): COSP(N)C1=CC=C[C@@H]2S[C@H]12
- Lowest unoccupied orbital energy: -0.01 eV
- Energy relative to the best compared isomer or geometry (same formula, charge and spin): 186.52 kJ/mol
- Orbital gap: 7.92 eV

ORCA calculation (wB97M-V/def2-TZVPD) on C7H10NP in the gas phase at a distorted geometry.

```
! wB97M-V def2-TZVPD RIJCOSX def2/J DEFGRID3
* xyz 0 1
N -0.2136 -3.8000 -0.1682
C -0.1237 -2.7137 0.1790
P -0.4358 -0.8663 0.5290
C 1.1574 0.0317 0.6771
C 0.9732 1.2401 1.6092
C 2.0175 0.2196 1.9632
C -0.6490 -0.2910 -1.1821
C -2.0171 -0.1344 -1.7578
C -1.3568 1.0845 -1.2973
H 1.5326 0.2324 -0.2656
H 0.1484 1.3352 2.3090
H 1.4419 2.1219 1.1895
H 3.0463 0.4806 1.5830
H 1.9134 -0.7289 2.4607
H 0.1523 -0.4853 -1.8029
H -2.8944 -0.3822 -1.0438
H -2.1249 -0.6096 -2.8381
H -0.9599 1.8738 -1.8778
H -1.6077 1.3917 -0.2661
*
```

Results
- Structure (SMILES): N#CP(C1CC1)C1CC1
- Lowest unoccupied orbital energy: 0.90 eV
- Energy relative to the best compared isomer or geometry (same formula, charge and spin): 209.55 kJ/mol
- Orbital gap: 10.56 eV

ORCA calculation (wB97M-V/def2-TZVPD) on a molecular structure, C7H10O at a distorted geometry.

```
! wB97M-V def2-TZVPD RIJCOSX def2/J DEFGRID3
* xyz 0 1
C 0.4903 1.2855 -1.3632
C 1.3660 0.1409 -1.0578
C 1.2321 0.0335 0.4835
C -0.5458 0.6124 -0.3360
C -1.8320 0.1101 0.6780
C -1.1060 -1.1620 1.1489
C 0.1873 -1.2455 0.9534
H 0.3408 1.1888 -2.3847
H 0.9558 2.2585 -1.1369
H 2.4866 0.4203 -1.3937
H 0.8641 -0.8430 -1.5309
H 2.1375 0.0911 1.0367
H -0.5594 -0.3182 -0.7271
H -2.9970 0.0665 0.4152
H -1.8974 0.5814 1.7720
H -1.9023 -2.0737 1.1392
H 0.4935 -2.0672 1.4548
O 0.2859 0.9207 0.8487
*
```

Results
- Lowest unoccupied orbital energy: 1.06 eV
- Energy relative to the best compared isomer or geometry (same formula, charge and spin): 794.60 kJ/mol
- Orbital gap: 9.68 eV

ORCA calculation (wB97M-V/def2-TZVPD) on a molecular structure, C7H10O at a distorted geometry.

```
! wB97M-V def2-TZVPD RIJCOSX def2/J DEFGRID3
* xyz 0 1
C -0.8673 -0.6335 1.4426
C 0.4887 0.8123 -1.7910
C 0.1874 -0.2558 0.4992
C 0.0396 0.9467 -0.3644
C -0.8827 -1.7606 -0.0365
C 1.4513 -0.8282 0.7385
C -0.3919 2.1152 0.1159
O -1.5814 -1.7804 -1.0231
H -0.5460 -2.6895 0.4474
H -0.6804 -1.3810 2.2086
H -1.5999 0.1148 1.7342
H 0.3902 1.7539 -2.3369
H -0.1246 0.0840 -2.3289
H 1.5394 0.5150 -1.8545
H 2.1692 -0.3620 1.4041
H 1.6753 -1.8702 0.5334
H -0.7692 2.2291 1.1264
H -0.4978 2.9901 -0.5152
*
```

Results
- Lowest unoccupied orbital energy (alpha / beta): -0.49 / -0.12 eV
- Energy relative to the best compared isomer or geometry (same formula, charge and spin): 548.50 kJ/mol
- Orbital gap (alpha / beta): 7.84 / 7.16 eV

ORCA calculation (wB97M-V/def2-TZVPD) on C7H10O in the gas phase at a distorted geometry.

```
! wB97M-V def2-TZVPD RIJCOSX def2/J DEFGRID3
* xyz 0 1
C -1.8202 1.5898 1.2471
C -1.1799 0.7636 0.4445
C -1.0803 -0.5267 -0.0657
C 0.3933 -1.2789 0.1158
C 0.6241 -2.2809 -0.9911
O 0.8984 -1.4277 1.2185
C 0.0465 0.7178 -0.3952
C 1.2547 1.3505 0.2394
H -1.5387 2.6322 1.3232
H -2.6520 1.2385 1.8457
H -1.6450 -0.7871 -0.9562
H 1.5597 -2.0256 -1.4943
H 0.7174 -3.2795 -0.5601
H -0.1681 -2.3127 -1.7409
H -0.0976 1.0743 -1.4106
H 1.3385 1.1136 1.3010
H 2.1548 1.0007 -0.2726
H 1.1944 2.4381 0.1512
*
```

Results
- Structure (SMILES): C=C1[C@H](C(C)=O)[C@@H]1C
- Lowest unoccupied orbital energy: 0.64 eV
- Energy relative to the best compared isomer or geometry (same formula, charge and spin): 388.04 kJ/mol
- Orbital gap: 9.23 eV

ORCA calculation (wB97M-V/def2-TZVPD) on 2 unconnected molecules or ions with the total composition C7H10O at a distorted geometry.

```
! wB97M-V def2-TZVPD RIJCOSX def2/J DEFGRID3
* xyz 0 1
C -0.0867 -0.2722 1.5020
C -1.1058 0.5866 1.0803
C -0.6661 1.7037 0.3174
C 0.6432 1.8975 -0.2522
C 1.5746 0.8482 0.0313
C 1.2029 -0.0785 1.0650
H -0.3291 -1.0076 2.1682
H -2.0885 0.7146 1.5157
H -1.5031 2.3571 0.0351
H 0.8636 2.7443 -0.9898
H 2.5559 1.1277 -0.3682
H 1.9686 -0.6605 1.4122
C -0.0419 -2.2895 -1.5908
O -1.2438 -1.3937 -1.4053
H -0.8088 -3.1222 -2.0234
H 0.8495 -1.8434 -2.3120
H 0.3822 -2.7323 -0.5214
H -1.0610 -0.8027 -0.5926
*
```

Results
- Structure (SMILES): c1ccccc1.CO
- Lowest unoccupied orbital energy: 0.84 eV
- Energy relative to the best compared isomer or geometry (same formula, charge and spin): 265.86 kJ/mol
- Orbital gap: 10.29 eV

ORCA calculation (wB97M-V/def2-TZVPD) on 2 unconnected molecules or ions with the total composition C7H10O at a distorted geometry.

```
! wB97M-V def2-TZVPD RIJCOSX def2/J DEFGRID3
* xyz 0 1
C 0.2811 1.4666 -1.7549
C 0.8874 0.5621 -1.0265
C 1.2425 -0.3435 -0.2190
C 2.3637 -1.3328 -0.5554
C 0.6193 -0.4864 1.1903
H -0.3981 1.1856 -2.5686
H 0.8242 2.4043 -1.9004
H 1.9368 -2.3252 -0.6249
H 3.1312 -1.1072 0.2066
H 2.8370 -1.3641 -1.4806
H 0.4814 -1.5588 1.3458
H -0.3892 -0.0035 1.2099
H 1.2679 0.2013 1.8565
C -3.2962 0.1950 1.1562
C -2.7647 1.0165 0.3252
O -2.3286 1.7372 -0.4867
H -3.0140 -0.8617 1.2574
H -3.6816 0.6145 2.0692
*
```

Results
- Structure (SMILES): C=C=C(C)C.C=C=O
- Lowest unoccupied orbital energy: 0.86 eV
- Energy relative to the best compared isomer or geometry (same formula, charge and spin): 358.09 kJ/mol
- Orbital gap: 9.99 eV

ORCA calculation (wB97M-V/def2-TZVPD) on a molecular structure, C7H10O at a distorted geometry.

```
! wB97M-V def2-TZVPD RIJCOSX def2/J DEFGRID3
* xyz 0 1
C 2.8326 -0.2789 0.0717
C 1.3713 0.1254 -0.1734
C 0.7043 1.2848 -0.1480
C -0.6539 0.8180 -0.5028
C -2.1416 0.5252 0.2887
C -2.0740 -0.9677 -0.2151
C -0.5235 -0.4236 0.1824
H 3.4930 -0.8260 -0.6521
H 2.8677 -0.8731 1.0775
H 3.6987 0.4033 0.1725
H 1.2113 2.1786 0.2842
H -0.8825 0.6979 -1.5524
H -2.1021 0.4047 1.3116
H -2.9333 1.3675 0.0525
H -2.6168 -1.8636 0.1448
H -2.1081 -0.9751 -1.3324
H -0.8262 -0.5272 1.2393
O 0.6831 -1.0703 -0.2486
*
```

Results
- Lowest unoccupied orbital energy: 1.09 eV
- Energy relative to the best compared isomer or geometry (same formula, charge and spin): 608.07 kJ/mol
- Orbital gap: 9.85 eV

ORCA calculation (wB97M-V/def2-TZVPD) on 2 unconnected molecules or ions with the total composition C7H10O at a distorted geometry.

```
! wB97M-V def2-TZVPD RIJCOSX def2/J DEFGRID3
* xyz 0 1
C 1.8986 -1.6457 -0.4122
C 1.1287 -0.3605 -0.4688
C -0.2254 -0.5577 -0.6556
C -0.9628 0.5491 -1.0543
C -0.2494 1.7670 -1.2089
C 1.0651 1.9620 -0.8573
C 1.7256 0.8794 -0.4509
H 1.3681 -2.6418 -0.6123
H 2.4819 -1.4953 -1.3505
H 2.6709 -1.7596 0.2378
H -0.8178 -1.4929 -0.5470
H -2.0400 0.3655 -1.1830
H -0.9313 2.6376 -1.5258
H 1.4777 2.9812 -0.7181
H 2.6533 1.0882 -0.1405
O -3.4074 -1.4621 3.6979
H -2.5897 -1.7470 4.0595
H -3.2964 -1.8010 2.8446
*
```

Results
- Structure (SMILES): Cc1ccccc1.O
- Lowest unoccupied orbital energy: 0.68 eV
- Energy relative to the best compared isomer or geometry (same formula, charge and spin): 135.65 kJ/mol
- Orbital gap: 9.50 eV

ORCA calculation (wB97M-V/def2-TZVPD) on a molecular structure, C7H10O2 at a distorted geometry.

```
! wB97M-V def2-TZVPD RIJCOSX def2/J DEFGRID3
* xyz 0 1
C 2.3982 -1.5329 -0.1519
C 1.0407 0.4676 0.1854
C 0.0900 -0.3348 0.8359
C -1.3287 0.0710 1.1521
C -1.8604 0.3298 -0.4086
C 0.8219 1.8468 -0.0286
C 0.5150 3.0209 -0.3343
H 1.3218 -1.6919 -0.8002
H 2.6009 -1.9994 0.8677
H 3.1925 -1.7290 -0.9081
H 0.2809 -1.4809 0.7025
H -2.1085 -1.1875 1.2490
H -1.7564 0.8673 2.0155
H -1.3647 0.9567 -1.1932
H -3.0591 0.6562 -0.3525
H -1.5569 -1.2894 -1.7716
H 0.6326 4.1247 -0.1849
O 2.3258 -0.0368 -0.1819
O -2.1856 -1.0583 -0.6923
*
```

Results
- Lowest unoccupied orbital energy: 0.37 eV
- Energy relative to the best compared isomer or geometry (same formula, charge and spin): 899.29 kJ/mol
- Orbital gap: 8.77 eV

ORCA calculation (wB97M-V/def2-TZVPD) on C7H10O2 in the gas phase at a distorted geometry.

```
! wB97M-V def2-TZVPD RIJCOSX def2/J DEFGRID3
* xyz 0 1
C 1.2962 -0.6848 0.8253
C 0.2388 -0.0971 -0.0120
C 0.9031 0.5690 -1.1925
O 1.7734 -0.3260 -1.8428
C -0.5316 1.0285 0.7857
C -1.8129 0.3655 1.1241
C -2.0843 -0.7628 0.4629
C -0.9682 -0.9819 -0.4689
O -0.9803 -1.6050 -1.5353
H 1.8405 -1.4933 0.2985
H 0.9890 -1.0908 1.7768
H 2.0401 0.0885 1.1076
H -0.0167 0.8384 -1.8337
H 1.4199 1.4273 -0.7941
H 2.1514 -0.1076 -2.6411
H 0.0446 1.4265 1.6422
H -0.6999 1.8631 0.0888
H -2.5556 0.9018 1.6693
H -3.0476 -1.3593 0.5393
*
```

Results
- Structure (SMILES): C[C@]1(CO)CC=CC1=O
- Lowest unoccupied orbital energy: 0.62 eV
- Energy relative to the best compared isomer or geometry (same formula, charge and spin): 105.57 kJ/mol
- Orbital gap: 9.86 eV